Entry from the OMol25 dataset: a molecular structure, CH4FNO in a non-equilibrium geometry (ωB97M-V/def2-TZVPD).

Structure (ORCA input):
```
! RIJCOSX wB97M-V def2-TZVPD def2/J DEFGRID3
* xyz 0 1
C -0.541 0.229 -0.414
N 1.192 0.042 0.466
O -1.390 -0.557 0.359
F -0.801 1.531 -0.302
H -0.367 -0.036 -1.400
H 1.273 -0.895 0.268
H 1.703 0.586 -0.175
H -1.069 -0.900 1.199
*
```

Output
ΔE to the lowest compared entry with this formula, charge and spin	166.1	kJ/mol
E	-7354.9503	eV
max |F|	6.95	eV Å⁻¹

Partial atomic charges computed with the Löwdin method, in multiples of e: number 1, C, carries -0.29; number 2, N, carries 0.06; number 3, O, carries 0.02; number 4, F, carries 0.06; number 5, H, carries 0.11; number 6, H, carries -0.04; number 7, H, carries -0.02; number 8, H, carries 0.10